{"formula": "C35H72ClF3IN12O5P3", "method": "the ωB97M-V functional and the def2-TZVPD basis", "species": ["C", "C", "I", "C", "C", "C", "C", "C", "C", "O", "Cl", "C", "C", "C", "N", "C", "N", "C", "C", "C", "O", "C", "F", "F", "F", "N", "C", "H", "H", "H", "H", "H", "H", "H", "H", "H", "H", "H", "H", "H", "H", "H", "H", "H", "H", "O", "P", "N", "C", "C", "N", "C", "C", "N", "C", "C", "H", "H", "H", "H", "H", "H", "H", "H", "H", "H", "H", "H", "H", "H", "H", "H", "H", "H", "O", "P", "N", "C", "C", "N", "C", "C", "N", "C", "C", "H", "H", "H", "H", "H", "H", "H", "H", "H", "H", "H", "H", "H", "H", "H", "H", "H", "H", "O", "P", "N", "C", "C", "N", "C", "C", "N", "C", "C", "H", "H", "H", "H", "H", "H", "H", "H", "H", "H", "H", "H", "H", "H", "H", "H", "H", "H"], "positions_angstrom": [[-4.38685, -2.59973, -0.77695], [-3.46622, -1.24531, -0.65474], [-1.69969, -1.53164, -1.89465], [-4.33109, 0.06073, -1.00121], [-3.44508, 1.39533, -1.21438], [-3.73927, 2.18712, -2.53513], [-2.95798, 3.52052, -2.87355], [-3.36935, 4.26939, -4.22249], [-4.17145, 5.64745, -3.88420], [-4.65903, 6.32788, -4.81679], [-4.45881, 6.26209, -2.17820], [-1.87326, 3.97218, -1.86810], [-1.01080, 5.30318, -2.18849], [-0.04144, 5.15866, -3.46265], [1.11233, 4.23035, -3.27106], [-1.57726, 3.17452, -0.52835], [-0.56206, 3.71982, 0.33092], [-0.38567, 2.97541, 1.53383], [-1.22387, 1.70234, 1.84917], [-0.94543, 0.98565, 3.28385], [-0.75780, 2.05272, 4.25644], [0.53760, 2.04768, 4.81829], [0.65196, 1.12532, 5.91785], [0.71534, 3.34519, 5.41635], [1.59381, 1.90337, 3.88724], [-2.21245, 1.08468, 1.02623], [-2.34974, 1.88134, -0.16652], [-4.60192, -3.01420, 0.28486], [-5.40456, -2.36828, -1.24461], [-3.86796, -3.43127, -1.36089], [-3.10241, -1.24228, 0.44081], [-4.87833, -0.16765, -1.99780], [-5.16242, 0.21432, -0.22294], [-4.54685, 1.81104, -3.24872], [-4.15515, 3.61051, -4.76428], [-2.52230, 4.42393, -4.97029], [-1.72876, 6.18146, -2.40949], [-0.36294, 5.64233, -1.30616], [0.41823, 6.20444, -3.66628], [-0.55996, 4.85232, -4.43397], [1.80945, 4.62529, -2.62563], [0.81009, 3.28843, -2.98941], [0.38626, 3.37303, 2.28730], [-0.10244, 0.21717, 3.24033], [-1.91391, 0.39864, 3.52121], [2.38473, 7.17650, -1.69979], [3.07463, 8.08605, -0.66166], [4.53986, 8.14440, -1.54726], [5.89836, 8.08022, -1.05138], [4.49046, 9.07941, -2.67208], [3.06479, 6.83510, 0.53575], [3.99428, 5.71523, 0.45258], [1.72129, 6.29162, 0.77463], [3.79664, 9.18716, 0.54986], [4.40125, 8.78243, 1.81341], [2.85435, 10.28587, 0.82296], [6.21927, 9.01739, -0.57943], [6.59530, 7.87466, -1.87206], [6.05533, 7.26699, -0.34801], [4.61722, 10.11383, -2.32961], [3.53321, 9.01238, -3.19566], [5.26411, 8.85568, -3.41324], [4.05278, 5.29350, -0.55731], [3.71183, 4.90701, 1.13789], [4.99245, 6.00311, 0.77664], [1.43082, 5.56189, 0.01295], [0.97437, 7.09261, 0.77704], [1.66974, 5.80568, 1.75582], [3.67679, 8.34893, 2.51094], [4.85047, 9.65209, 2.30605], [5.22086, 8.07939, 1.67090], [1.98981, 9.93214, 1.39651], [2.48540, 10.70865, -0.11792], [3.33415, 11.10141, 1.37111], [-3.19001, -5.36451, 1.68160], [-4.10145, -6.17114, 2.62557], [-2.79075, -6.65487, 3.61743], [-2.53620, -7.95103, 4.20961], [-2.37209, -5.61486, 4.55774], [-4.45265, -7.32477, 1.38218], [-3.45948, -8.31359, 0.98004], [-4.98814, -6.70083, 0.16408], [-5.20777, -7.06966, 3.70727], [-5.71793, -8.41555, 3.47438], [-6.34504, -6.20258, 4.05963], [-3.18270, -8.15418, 5.07263], [-1.49906, -8.01460, 4.55870], [-2.63771, -8.76849, 3.50103], [-3.04989, -5.56713, 5.41903], [-2.36625, -4.63241, 4.07827], [-1.35359, -5.78810, 4.91931], [-2.46463, -7.87550, 0.84151], [-3.74169, -8.80828, 0.04305], [-3.39372, -9.12587, 1.70126], [-4.19857, -6.27182, -0.46107], [-5.69115, -5.89996, 0.41663], [-5.54182, -7.43410, -0.43307], [-6.38080, -8.47352, 2.60456], [-6.29073, -8.75205, 4.34585], [-4.91727, -9.14495, 3.35936], [-7.01263, -6.05779, 3.20227], [-5.98428, -5.21800, 4.37684], [-6.92183, -6.61313, 4.89303], [1.95970, -5.27509, -3.39015], [2.67114, -4.37830, -2.35753], [4.12641, -4.33168, -3.26114], [5.48993, -4.41227, -2.78243], [4.07307, -3.39154, -4.38121], [2.66270, -5.63441, -1.16443], [3.57931, -6.76335, -1.26395], [1.31614, -6.16593, -0.90961], [3.42004, -3.28998, -1.15101], [4.03646, -3.70531, 0.10298], [2.49252, -2.18325, -0.86227], [5.82654, -3.48044, -2.31056], [6.17461, -4.62168, -3.61252], [5.64690, -5.23011, -2.08436], [4.21498, -2.35990, -4.03606], [3.10881, -3.44627, -4.89314], [4.83520, -3.62024, -5.13287], [3.62040, -7.18148, -2.27611], [3.29734, -7.57135, -0.57824], [4.58459, -6.48705, -0.95162], [1.00783, -6.89031, -1.67018], [0.57762, -5.35767, -0.89452], [1.27374, -6.65439, 0.07055], [3.31645, -4.13411, 0.80822], [4.50075, -2.84199, 0.59297], [4.84707, -4.41611, -0.05243], [1.63198, -2.53205, -0.27957], [2.11578, -1.75327, -1.79680], [2.98665, -1.37404, -0.31710]], "total_energy_ev": -122206.5443, "smiles": "C[C@@H](I)Cc1cc(CC(=O)Cl)c(CCN)c2ncc(COC(F)(F)F)nc12.CN(C)P(=O)(N(C)C)N(C)C.CN(C)P(=O)(N(C)C)N(C)C.CN(C)P(=O)(N(C)C)N(C)C", "e_homo_ev": -7.91, "e_above_lowest_ev": 10.299, "e_lumo_ev": -1.40}

---

{"formula": "C35H72HgNO17S7", "method": "the ωB97M-V functional and the def2-TZVPD basis", "species": ["Hg", "O", "C", "O", "O", "H", "C", "C", "N", "C", "C", "C", "C", "H", "H", "H", "H", "H", "H", "H", "H", "H", "H", "H", "H", "H", "H", "H", "C", "C", "C", "S", "O", "O", "C", "H", "H", "H", "H", "H", "H", "H", "H", "C", "C", "C", "S", "O", "O", "C", "H", "H", "H", "H", "H", "H", "H", "H", "C", "C", "C", "S", "O", "O", "C", "H", "H", "H", "H", "H", "H", "H", "H", "C", "C", "C", "S", "O", "O", "C", "H", "H", "H", "H", "H", "H", "H", "H", "C", "C", "C", "S", "O", "O", "C", "H", "H", "H", "H", "H", "H", "H", "H", "C", "C", "C", "S", "O", "O", "C", "H", "H", "H", "H", "H", "H", "H", "H", "C", "C", "C", "S", "O", "O", "C", "H", "H", "H", "H", "H", "H", "H", "H"], "positions_angstrom": [[-4.86130, -9.92140, 0.23951], [-1.51711, -7.80591, -4.80618], [-2.12593, -8.28093, -3.70471], [-3.32786, -8.01742, -3.44315], [-1.58437, -8.99202, -2.87241], [-0.72592, -8.32347, -4.63960], [-1.59246, -8.70791, -11.96889], [-1.18803, -10.02493, -12.58572], [-2.37281, -10.69232, -13.06206], [-2.74812, -10.14091, -14.38776], [-4.23804, -10.36215, -14.59021], [-2.09695, -12.13363, -13.17766], [-1.57220, -12.78640, -11.78375], [-2.17672, -8.71363, -11.04873], [-2.10493, -8.04926, -12.67007], [-0.68389, -8.19641, -11.65114], [-0.42942, -9.93110, -13.36277], [-0.74084, -10.39427, -11.66284], [-2.39533, -9.12076, -14.53921], [-2.20343, -10.64118, -15.18847], [-4.54679, -11.39912, -14.72236], [-4.85001, -9.99210, -13.76762], [-4.66029, -9.90059, -15.48283], [-1.49055, -12.41683, -14.03800], [-3.07552, -12.57434, -13.36813], [-1.99058, -13.79236, -11.75062], [-2.04987, -12.22519, -10.98065], [-0.49093, -12.73130, -11.65753], [-0.13886, -16.97564, -3.18651], [-1.04206, -18.00967, -2.49607], [-2.02008, -17.45896, -1.57752], [-2.53435, -15.98456, -2.49676], [-2.85666, -14.83897, -1.62068], [-3.41927, -16.40143, -3.60297], [-0.83910, -15.60772, -3.20406], [0.14260, -17.23735, -4.20651], [0.78455, -16.85102, -2.62092], [-0.47178, -18.74087, -1.92316], [-1.54206, -18.63608, -3.23480], [-1.63712, -17.01259, -0.65981], [-2.83038, -18.11701, -1.26369], [-0.37656, -14.91659, -2.49942], [-0.98426, -15.10116, -4.15822], [2.47295, -1.10039, -7.93835], [3.17337, 0.08565, -7.21707], [3.31417, -0.29755, -5.71554], [3.78771, -2.05452, -5.74009], [3.25359, -2.66881, -4.52688], [5.18226, -2.13902, -6.12695], [2.79624, -2.47782, -7.24210], [2.76638, -1.15991, -8.98643], [1.38795, -0.99640, -7.93086], [2.73910, 1.07624, -7.35215], [4.17844, 0.16761, -7.63087], [2.31985, -0.30778, -5.26909], [4.02716, 0.29514, -5.14243], [1.92079, -2.91668, -6.76348], [3.30468, -3.28445, -7.77024], [6.68834, -11.35343, -2.79682], [7.73866, -10.27985, -2.60183], [7.16661, -9.08703, -3.32440], [6.31497, -9.74196, -4.92301], [7.09202, -9.54749, -6.15222], [4.89679, -9.30970, -4.90222], [6.42573, -11.54362, -4.30426], [5.78190, -11.18077, -2.21660], [7.05542, -12.31111, -2.42777], [8.68824, -10.63485, -3.00229], [7.90452, -10.19411, -1.52794], [7.77773, -8.25818, -3.68166], [6.28693, -8.60594, -2.89683], [7.26570, -12.03043, -4.79980], [5.49211, -12.06233, -4.52196], [-1.73285, -1.48617, 3.31323], [-0.80117, -1.83349, 2.07209], [-1.71910, -2.37178, 0.94004], [-3.09060, -3.34028, 1.76818], [-2.82535, -4.79825, 1.80244], [-4.34539, -2.73416, 1.28552], [-2.61135, -2.70080, 3.47495], [-2.32747, -0.62736, 3.00183], [-1.11502, -1.31833, 4.19539], [0.05804, -2.42178, 2.39424], [-0.30495, -0.95134, 1.66752], [-1.17599, -2.95788, 0.19868], [-2.20376, -1.50076, 0.49898], [-2.00599, -3.47844, 3.94068], [-3.56664, -2.71934, 3.99953], [-7.36354, -10.36018, -8.21882], [-8.84633, -10.01753, -8.18270], [-9.29144, -9.84023, -6.76137], [-8.48319, -11.24457, -5.84777], [-9.29308, -12.48645, -5.89537], [-7.90306, -10.85006, -4.57583], [-7.15028, -11.43967, -7.11297], [-6.80232, -9.42877, -8.14382], [-7.11303, -10.72358, -9.21545], [-9.34475, -10.83577, -8.70248], [-9.10610, -9.13896, -8.77325], [-10.34918, -9.74232, -6.51705], [-8.83979, -8.95703, -6.30962], [-7.24052, -12.48076, -7.42294], [-6.21533, -11.34106, -6.56137], [2.50529, -9.41982, 5.19563], [3.07878, -8.99031, 3.85136], [1.92431, -9.25472, 2.82716], [1.13023, -10.76969, 3.36503], [1.80433, -11.79901, 2.59060], [-0.34127, -10.64819, 3.14816], [1.72024, -10.71299, 5.12418], [1.91232, -8.56293, 5.51536], [3.34358, -9.55930, 5.87820], [3.96644, -9.56104, 3.57852], [3.34411, -7.93653, 3.93649], [2.09991, -9.34422, 1.75512], [1.10605, -8.53603, 2.87224], [2.13739, -11.65112, 5.49022], [0.84834, -10.62826, 5.77280], [-6.72410, -2.00873, -7.02207], [-7.01775, -1.89216, -5.49087], [-6.62593, -0.43967, -5.13526], [-5.20222, 0.03345, -6.19477], [-3.94541, -0.00731, -5.50318], [-5.58642, 1.21080, -6.94223], [-5.31387, -1.45768, -7.26278], [-7.52058, -1.43738, -7.49881], [-6.82357, -2.99820, -7.46832], [-6.43258, -2.67251, -5.00433], [-8.06644, -2.08746, -5.26681], [-6.26656, -0.21432, -4.13118], [-7.41236, 0.30401, -5.26396], [-4.66234, -2.20664, -6.81258], [-4.93943, -1.18831, -8.25037]], "total_energy_ev": -153762.2786, "e_homo_ev": -10.76, "charge": 1, "e_above_lowest_ev": 11.012, "e_lumo_ev": -9.47}

---

{"formula": "C35H73ClN3O9PS", "method": "the ωB97M-V functional and the def2-TZVPD basis", "species": ["C", "O", "C", "C", "C", "C", "C", "C", "C", "C", "C", "C", "P", "O", "Cl", "C", "C", "C", "C", "N", "O", "C", "N", "S", "N", "C", "H", "H", "H", "H", "H", "H", "H", "H", "H", "H", "H", "H", "H", "H", "H", "H", "H", "H", "H", "H", "H", "H", "H", "H", "H", "C", "C", "C", "O", "H", "H", "H", "H", "H", "H", "H", "H", "C", "C", "C", "O", "H", "H", "H", "H", "H", "H", "H", "H", "C", "C", "C", "O", "H", "H", "H", "H", "H", "H", "H", "H", "C", "C", "C", "O", "H", "H", "H", "H", "H", "H", "H", "H", "C", "C", "C", "O", "H", "H", "H", "H", "H", "H", "H", "H", "C", "C", "C", "O", "H", "H", "H", "H", "H", "H", "H", "H"], "positions_angstrom": [[1.74339, 1.40903, 2.95234], [1.09149, 0.56052, 1.96138], [1.52323, -0.81654, 2.07026], [0.37643, -1.90599, 1.77179], [-0.69500, -1.45939, 0.65982], [-0.42045, -2.26021, -0.73536], [-1.44016, -1.74531, -1.87146], [-0.82817, -0.53680, -2.76486], [-1.57655, 0.87095, -2.44351], [-0.66531, 2.11923, -2.91414], [-0.61956, 3.33901, -1.93693], [0.27391, 4.58603, -2.31293], [0.30526, 6.00586, -1.04197], [1.49431, 5.45313, 0.11103], [-1.53002, 6.11965, 0.01380], [1.12663, 4.68347, -3.63644], [1.94427, 6.02779, -3.85655], [2.99638, 6.02973, -5.06275], [4.28599, 5.10984, -4.77381], [4.86085, 5.06333, -3.39898], [4.86071, 4.43454, -5.68762], [1.05118, 3.44328, -4.58452], [1.75407, 3.29751, -5.83616], [1.34185, 1.72171, -6.41982], [0.27652, 1.10771, -5.22240], [0.18256, 2.17204, -4.22635], [1.30809, 2.46506, 2.91187], [2.87916, 1.47745, 2.74952], [1.57888, 0.99197, 4.00971], [2.42398, -1.02711, 1.36972], [1.89693, -1.00265, 3.14655], [0.84024, -2.90108, 1.39806], [-0.11850, -2.18145, 2.78376], [-0.67015, -0.34845, 0.38632], [-1.74796, -1.69898, 1.06399], [-0.53146, -3.38417, -0.53402], [0.64856, -1.97851, -1.04340], [-2.46264, -1.47981, -1.42594], [-1.62198, -2.63933, -2.57892], [0.31107, -0.44784, -2.59198], [-0.98519, -0.81093, -3.88015], [-1.64121, 0.95002, -1.30573], [-2.63596, 0.90892, -2.89559], [-1.21019, 3.36553, -0.94917], [1.58791, 4.47937, -0.07881], [1.27440, 6.96528, -3.98379], [2.54699, 6.23345, -2.88790], [2.51950, 5.74269, -6.07830], [3.40337, 7.10778, -5.21067], [5.25071, 6.01916, -3.26496], [5.62788, 4.37484, -3.36768], [3.36084, -1.83991, -3.83856], [2.84674, -3.15661, -3.27620], [3.74969, -4.31595, -3.66737], [1.52752, -3.39795, -3.76353], [3.38875, -1.86655, -4.93289], [2.69597, -1.01757, -3.55936], [4.36565, -1.61813, -3.46938], [2.78401, -3.09124, -2.18610], [3.79104, -4.42879, -4.75577], [3.36216, -5.25672, -3.26641], [4.76621, -4.16855, -3.29321], [1.57249, -3.45737, -4.72759], [1.33130, 5.86472, 6.44848], [1.24960, 4.37801, 6.13973], [2.63321, 3.75083, 6.06733], [0.57816, 4.18857, 4.89726], [1.88171, 6.39635, 5.66529], [0.33097, 6.30457, 6.48604], [1.82789, 6.04261, 7.40629], [0.65768, 3.87465, 6.90958], [3.22861, 4.20977, 5.27089], [2.55995, 2.68499, 5.83333], [3.16896, 3.86527, 7.01357], [1.09525, 4.63146, 4.20818], [-3.99807, -4.08685, 4.56336], [-4.01430, -3.10907, 3.39892], [-5.26341, -3.28126, 2.54905], [-2.85844, -3.31647, 2.58960], [-3.99979, -5.12136, 4.20456], [-3.08949, -3.96011, 5.15877], [-4.86516, -3.94160, 5.21319], [-3.96593, -2.08433, 3.77892], [-5.30958, -4.28686, 2.12029], [-5.25608, -2.58012, 1.70938], [-6.16870, -3.11170, 3.13900], [-2.89164, -4.22075, 2.24835], [0.53162, -6.94259, -1.53062], [-0.98574, -6.84722, -1.49620], [-1.61790, -7.67571, -2.60365], [-1.37784, -5.48448, -1.64091], [0.92540, -6.56092, -2.47834], [0.97276, -6.33343, -0.73675], [0.86544, -7.97615, -1.40494], [-1.35371, -7.19033, -0.52490], [-1.29843, -7.31963, -3.58850], [-2.70755, -7.58850, -2.57405], [-1.34867, -8.73121, -2.51019], [-1.05668, -5.17055, -2.49800], [4.67724, 7.36353, 2.94565], [4.15720, 6.03715, 3.47703], [5.05859, 4.88370, 3.06484], [2.84062, 5.81087, 2.97935], [4.70968, 7.35991, 1.85126], [4.01387, 8.18152, 3.23960], [5.68119, 7.57424, 3.32378], [4.08998, 6.07928, 4.56827], [5.10428, 4.79425, 1.97450], [4.66657, 3.93552, 3.44372], [6.07401, 5.01991, 3.44648], [2.88908, 5.77186, 2.01161], [-8.98841, -5.39523, 0.89422], [-7.79744, -4.63805, 0.32808], [-7.79555, -4.66600, -1.19219], [-6.59014, -5.22120, 0.81446], [-8.95999, -6.44807, 0.59489], [-8.97080, -5.37674, 1.98744], [-9.93143, -4.96075, 0.55225], [-7.82143, -3.60154, 0.67664], [-7.72579, -5.69360, -1.56384], [-6.92829, -4.12819, -1.58495], [-8.70286, -4.20971, -1.59670], [-6.55891, -6.13922, 0.51135]], "total_energy_ev": -93016.7772, "smiles": "COCCCCCCCc1cc(P(O)Cl)c(CCC(N)=O)c2nsnc12.CC(C)O.CC(C)O.CC(C)O.CC(C)O.CC(C)O.CC(C)O", "e_homo_ev": -8.40, "e_lumo_ev": -1.48}